Model w:
9
Properties=species:S:1:pos:R:3:nbo_charge:R:1 method="wB97M-V/def2-TZVPD" homo_lumo_gap_ha=0.32560 total_charge=0 lumo_energy_ev=0.45 homo_ev=-8.41
C -0.06 -0.59 0.65 -0.62
C 0.11 0.27 -0.57 -0.08
O -0.80 1.25 -0.80 -0.68
P 1.53 0.27 0.74 0.34
H -0.80 -0.79 1.46 0.27
H 0.51 -2.07 0.23 0.14
H 0.59 -0.16 -1.41 0.19
H -0.37 1.90 -1.50 0.48
H 1.29 1.37 1.66 -0.04

***

Model x:
9
Properties=species:S:1:pos:R:3:nbo_charge:R:1 method="wB97M-V/def2-TZVPD" homo_lumo_gap_ha="0.32816 / 0.31828" total_charge=0 lumo_energy_ev="-0.83 / -1.10" homo_ev="-9.76 / -9.76"
C 0.61 -0.57 -1.01 -0.62
C -0.61 0.26 1.14 -0.67
O -2.01 -1.45 -0.58 -1.08
P -1.18 -0.26 -0.47 1.63
H 1.30 0.30 -0.90 0.19
H 0.92 -1.63 -1.08 0.22
H -0.26 -0.38 1.89 0.22
H 0.16 0.93 0.87 0.18
H -1.62 0.89 -1.21 -0.09

***

Stability ranking, top entry: model x; the second entry is 17.0 kcal/mol less favorable.

***

Model w:
50
Properties=species:S:1:pos:R:3:nbo_charge:R:1 method="wB97M-V/def2-TZVPD" homo_lumo_gap_ha=0.32305 total_charge=0 lumo_energy_ev=0.55 homo_ev=-8.24
H 0.14 2.01 8.22 0.36
N 0.65 1.52 8.95 -0.77
C 1.56 0.79 8.47 0.67
N 2.44 0.01 9.18 -0.59
C 3.29 -0.64 8.32 0.00
C 2.95 -0.28 7.08 0.10
C 3.61 -0.69 5.82 0.64
O 4.66 -1.32 5.90 -0.63
N 3.06 -0.35 4.64 -0.42
C 1.73 0.21 4.37 -0.21
C 1.46 -0.21 2.92 -0.23
C 0.87 -1.61 2.85 -0.63
C 2.87 -0.11 2.32 -0.06
N 3.03 -0.74 1.03 -0.62
C 3.50 -0.06 -0.05 0.69
O 3.97 1.06 0.02 -0.63
C 3.36 -0.79 -1.37 -0.48
C 2.09 -0.34 -2.14 -0.41
C 0.95 0.10 -1.26 -0.02
C 0.86 1.42 -0.82 -0.22
C -0.19 1.80 0.00 -0.20
C -1.16 0.89 0.39 -0.22
C -1.09 -0.44 -0.04 -0.03
C -2.13 -1.44 0.39 -0.63
C -0.03 -0.81 -0.86 -0.19
C 3.76 -0.70 3.41 -0.22
O 1.88 0.62 7.15 -0.47
H 2.43 -0.05 10.18 0.43
H 4.08 -1.30 8.63 0.25
H 0.98 -0.19 5.05 0.22
H 1.74 1.30 4.47 0.20
H 0.78 0.50 2.43 0.23
H 1.53 -2.35 3.30 0.21
H -0.08 -1.65 3.39 0.22
H 0.65 -1.90 1.82 0.21
H 3.12 0.94 2.17 0.24
H 2.57 -1.62 0.87 0.40
H 3.32 -1.87 -1.19 0.20
H 4.25 -0.59 -1.97 0.24
H 1.77 -1.15 -2.80 0.22
H 2.37 0.50 -2.78 0.22
H 1.62 2.13 -1.10 0.23
H -0.26 2.83 0.34 0.22
H -1.98 1.20 1.02 0.21
H -2.07 -2.35 -0.21 0.21
H -1.99 -1.72 1.43 0.22
H -3.13 -1.03 0.29 0.22
H 0.02 -1.83 -1.22 0.20
H 3.85 -1.79 3.31 0.20
H 4.77 -0.29 3.41 0.23

***

Model x:
50
Properties=species:S:1:pos:R:3:nbo_charge:R:1 method="wB97M-V/def2-TZVPD" homo_lumo_gap_ha=0.29575 total_charge=0 lumo_energy_ev=0.15 homo_ev=-7.90
N 1.60 -2.18 -4.24 -0.77
C 1.16 -1.61 -3.14 0.57
N 0.16 -0.84 -2.94 -0.57
C -0.10 -0.29 -1.74 0.26
C -1.07 0.70 -1.60 -0.14
C -1.68 0.96 -0.39 -0.17
C -2.59 1.91 -0.16 0.08
N -3.07 2.04 1.19 -0.46
C -4.35 1.46 1.57 -0.21
C -3.96 0.94 2.91 0.09
O -4.96 0.96 3.81 -0.71
C -2.79 1.70 3.51 0.06
O -2.03 0.89 4.46 -0.72
C -2.03 2.20 2.32 -0.22
C -3.02 2.57 -1.27 -0.15
C -2.59 2.29 -2.57 -0.28
C -1.60 1.37 -2.73 0.35
O -1.16 1.14 -3.98 -0.69
C 0.83 -0.51 -0.83 -0.35
C 1.78 -1.44 -1.05 0.33
C 2.80 -1.67 0.16 -0.24
C 3.85 -0.58 0.40 -0.41
C 5.24 -1.19 0.44 -0.40
C 5.05 -2.56 -0.26 -0.41
C 3.60 -3.04 0.03 -0.40
N 1.93 -2.08 -2.21 -0.52
H 1.03 -2.16 -5.07 0.39
H 2.19 -3.01 -4.03 0.42
H -1.26 0.32 0.35 0.20
H -5.15 2.10 1.71 0.19
H -4.65 0.58 0.92 0.20
H -3.53 -0.07 2.81 0.15
H -4.65 0.70 4.67 0.48
H -3.15 2.56 3.99 0.16
H -1.16 1.33 4.56 0.47
H -1.19 1.67 2.12 0.18
H -1.79 3.23 2.36 0.19
H -3.86 3.26 -1.07 0.22
H -3.04 2.70 -3.45 0.23
H -0.55 0.33 -3.85 0.50
H 0.74 -0.06 0.17 0.21
H 2.19 -1.71 1.03 0.21
H 3.70 -0.09 1.34 0.22
H 3.72 0.05 -0.49 0.21
H 5.90 -0.49 -0.13 0.22
H 5.71 -1.37 1.47 0.20
H 5.22 -2.52 -1.32 0.20
H 5.83 -3.21 0.05 0.21
H 3.56 -3.62 0.92 0.20
H 3.18 -3.65 -0.71 0.22

***

Stability ranking, top entry: model w; the second entry is 86.2 kcal/mol less favorable.

***

Model w:
9
Properties=species:S:1:pos:R:3:nbo_charge:R:1 method="wB97M-V/def2-TZVPD" homo_lumo_gap_ha=0.45686 total_charge=0 lumo_energy_ev=1.02 homo_ev=-11.41
C -0.88 -0.39 0.07 -0.67
C 0.57 -0.01 -0.38 0.45
O 0.88 1.26 0.10 -0.70
F 1.47 -0.89 0.13 -0.37
H -0.94 0.04 1.13 0.20
H -1.61 -0.06 -0.71 0.24
H -0.83 -1.47 0.16 0.23
H 0.82 0.27 -1.47 0.16
H 0.51 1.25 0.98 0.45

***

Model x:
9
Properties=species:S:1:pos:R:3:nbo_charge:R:1 method="wB97M-V/def2-TZVPD" homo_lumo_gap_ha=0.40838 total_charge=0 lumo_energy_ev=0.79 homo_ev=-10.32
C -0.39 -0.45 -0.24 -0.75
C -0.13 0.84 0.35 0.39
O -0.35 1.89 -0.22 -0.53
H 0.50 -1.10 -0.34 0.25
H -1.08 -1.01 0.27 0.26
H -0.72 -0.28 -1.32 0.24
H 0.39 1.06 1.27 0.14
F -3.18 -0.40 -0.02 -0.56
H -2.56 0.30 -0.06 0.56

***

Stability ranking, top entry: model w; the second entry is 9.1 kcal/mol less favorable.

***

Model w:
34
Properties=species:S:1:pos:R:3:nbo_charge:R:1 method="wB97M-V/def2-TZVPD" homo_lumo_gap_ha=0.32637 total_charge=0 lumo_energy_ev=0.88 homo_ev=-8.00
C 0.97 2.56 -0.85 -0.62
C 1.35 1.31 0.07 0.18
C 0.94 1.76 1.53 -0.64
C 2.61 0.58 -0.17 -0.25
C 2.55 -0.74 -0.27 -0.13
C 1.18 -1.25 -0.18 0.06
C 0.81 -2.10 -1.47 -0.61
C 0.99 -1.88 1.18 -0.62
N 0.40 -0.04 -0.37 -0.52
C -1.04 -0.05 -0.13 0.16
C -1.80 0.23 -1.28 -0.23
C -3.10 0.32 -1.20 -0.19
C -3.75 0.03 0.06 -0.21
C -3.04 -0.49 1.07 -0.22
C -1.68 -0.49 1.02 -0.24
H 1.41 2.42 -1.81 0.22
H 1.40 3.35 -0.30 0.20
H -0.16 2.62 -0.73 0.23
H 1.42 2.74 1.71 0.21
H 1.23 1.09 2.36 0.21
H -0.18 1.85 1.55 0.23
H 3.50 1.14 -0.44 0.21
H 3.48 -1.43 -0.30 0.22
H -0.27 -2.04 -1.75 0.23
H 1.08 -3.28 -1.41 0.20
H 1.45 -1.78 -2.38 0.22
H 1.79 -2.60 1.42 0.21
H 0.14 -2.53 1.27 0.21
H 0.94 -1.06 1.89 0.21
H -1.28 0.62 -2.11 0.22
H -3.67 0.63 -1.99 0.20
H -4.83 0.04 0.12 0.21
H -3.61 -0.74 1.98 0.21
H -1.24 -0.78 1.96 0.22

***

Model x:
34
Properties=species:S:1:pos:R:3:nbo_charge:R:1 method="wB97M-V/def2-TZVPD" homo_lumo_gap_ha=0.27018 total_charge=0 lumo_energy_ev=0.86 homo_ev=-6.50
C -0.07 -1.72 3.13 -0.45
C -0.28 -0.80 2.26 0.09
C -0.29 0.68 2.65 -0.66
C -0.74 -0.94 0.72 -0.30
C -0.96 -2.36 0.33 -0.18
C 0.03 -3.20 0.21 -0.19
C 1.50 -2.63 0.05 -0.49
C 1.29 -1.21 -0.54 0.28
C 0.24 -0.38 -0.29 -0.19
C 0.33 0.72 -1.26 0.00
C -0.50 1.77 -1.48 -0.04
C -1.74 2.03 -0.52 -0.63
C -0.31 2.89 -2.49 -0.65
C 1.67 0.40 -1.99 -0.24
N 2.18 -0.79 -1.41 -0.59
H -0.41 -2.73 3.03 0.20
H 0.21 -1.49 4.06 0.19
H -1.18 0.70 3.37 0.21
H -0.57 1.29 1.85 0.21
H 0.48 1.07 3.27 0.23
H -1.61 -0.37 0.84 0.22
H -1.92 -2.84 0.46 0.21
H -0.33 -4.24 0.04 0.22
H 2.11 -3.32 -0.69 0.22
H 1.95 -2.45 1.05 0.26
H -1.32 2.51 0.31 0.20
H -2.22 1.11 -0.15 0.21
H -2.39 2.75 -1.00 0.21
H -0.84 3.89 -2.26 0.22
H -0.84 2.61 -3.39 0.21
H 0.75 3.05 -2.90 0.21
H 1.38 0.36 -3.11 0.20
H 2.34 1.25 -1.95 0.20
H 2.87 -1.35 -1.78 0.40

***

Stability ranking, top entry: model w; the second entry is 29.0 kcal/mol less favorable.